Here is a gas-phase ion, C6H10N3O (charge +1) from OMol25. Energies are from the ωB97M-V functional and the def2-TZVPD basis.

Properties
Gap between HOMO and LUMO (spin up / spin down) ... 8.15 / 8.03 eV
Charge ... +1
Relative energy (zero: lowest compared OMol25 entry of this formula, charge and spin) ... 594.3 kJ/mol
DFT total energy ... -12890.4818 eV
Strongest force on any atom ... 4.07 eV/A
Lowest unoccupied orbital energy (spin up / spin down) ... -4.36 / -4.11 eV

The geometry in XYZ format:
```
20
Properties=species:S:1:pos:R:3:forces:R:3:mulliken_charge:R:1
C 1.3903 1.3851 0.0892 -1.553 -1.429 -0.160 -0.165
C 0.0942 1.2437 0.0037 1.175 -1.315 -0.090 -0.606
C 2.3506 0.2617 -0.0239 1.676 2.591 0.497 0.907
C 0.8619 -1.3071 -0.5596 -0.507 4.027 0.340 0.208
C -3.1695 -0.3086 0.0929 -1.600 0.323 -0.010 -0.802
C -1.3491 1.2599 0.1868 -0.233 0.330 1.195 -0.268
N 2.0422 -0.8744 -0.4984 0.756 -3.696 -0.553 -0.435
N 3.6161 0.5253 0.3217 -0.028 -3.476 -0.773 -0.348
N 0.1633 -2.3402 -0.5964 0.668 -3.573 -0.234 -0.235
O -1.7522 -0.1026 0.0831 -1.126 -0.497 -0.100 -0.286
H 1.9228 2.2353 0.3090 0.751 2.458 0.513 0.457
H -3.6627 -0.0838 -0.8715 0.596 0.411 0.097 0.349
H -3.7383 0.3031 0.8605 0.968 -0.727 -0.551 0.305
H -3.4416 -1.3789 0.2059 0.776 0.546 0.473 0.256
H -1.8621 1.9004 -0.5948 0.446 -0.445 1.065 0.342
H -1.5176 1.5959 1.3089 -0.061 -0.166 -2.238 0.280
H 3.8998 1.3960 0.6220 0.423 2.153 0.725 0.189
H 4.3598 -0.2219 0.3343 -1.483 1.102 -0.212 0.279
H -0.8245 -2.1638 -0.6864 -0.347 -0.506 0.054 0.280
H 0.6166 -3.3253 -0.5869 -1.297 1.890 -0.040 0.295
```
Forces are in eV/Å.